Here is a cluster of 2 separate species, CH5NS in total from OMol25. Energies are from wB97M-V/def2-TZVPD.

Results
Gap between HOMO and LUMO (eV): 4.283

The geometry in ORCA input format:
```
! wB97M-V def2-TZVPD RIJCOSX def2/J DEFGRID3
* xyz 0 1
S -0.58510 -0.08881 3.04526
H -1.48797 0.32476 3.96043
C 0.43191 0.15963 -0.56724
N 0.30620 -0.24929 -1.78286
H 0.58287 -0.56320 0.24350
H 0.35117 1.23900 -0.40058
H 0.07871 0.41678 -2.50774
H 0.32219 -1.23886 -1.99077
*
```

In elementary charge units, the Mulliken charges are: S -0.750; H 0.010; C -0.025; N -0.221; H 0.179; H 0.273; H 0.264; H 0.270

Here is the molecule CHCl2NOS from OMol25. Energies are from wB97M-V/def2-TZVPD.

Results
Gap between HOMO and LUMO (eV): 8.882
SMILES string: O=C(Cl)NSCl

The geometry in ORCA input format:
```
! wB97M-V def2-TZVPD RIJCOSX def2/J DEFGRID3
* xyz 0 1
O -0.01023 0.63810 1.70748
C -0.54735 0.48708 0.67711
Cl -2.33429 1.08042 0.50230
N -0.18860 -0.03799 -0.45713
S 1.77563 -0.22284 -0.89003
Cl 2.27736 -2.03261 -0.30842
H -0.97252 0.08784 -1.23132
*
```

In elementary charge units, the Mulliken charges are: O -0.416; C 0.689; Cl -0.290; N -0.418; S 0.209; Cl -0.043; H 0.269

Here is a cluster of 4 separate species, C4H17N2O2 in total from OMol25. Energies are from wB97M-V/def2-TZVPD.

Results
Gap between HOMO and LUMO (eV): 5.417

The geometry in ORCA input format:
```
! wB97M-V def2-TZVPD RIJCOSX def2/J DEFGRID3
* xyz 1 1
C 1.97065 0.35326 0.82225
N 2.56299 1.54408 0.40108
C 1.68054 -0.63237 -0.39695
N 0.82586 -1.62171 0.13963
C -5.95760 -0.28578 0.01308
C 3.01047 -1.29742 -0.75613
H 2.75194 -0.14476 1.40095
H 1.10918 0.46595 1.51008
H 3.38522 1.79593 0.94714
H 1.98142 2.28442 0.01475
H 1.29865 0.00424 -1.21744
H 0.51432 -2.30424 -0.55706
H -4.98892 -0.79414 -0.01431
H -6.63153 -0.85851 0.64887
H -5.93919 0.74445 0.35100
H -6.41576 -0.31848 -0.97804
H 3.70829 -0.49233 -1.01749
H 3.40018 -1.73610 0.16281
H 3.04945 -2.07776 -1.51117
H 0.29760 2.39186 -1.20518
H -0.07398 1.18436 -0.09221
O 0.69144 1.66798 -0.69692
H -1.44312 0.97061 0.88085
H -0.02323 -1.13609 0.43956
O -0.76487 0.29255 0.71087
*
```

In elementary charge units, the Mulliken charges are: C -0.766; N -0.104; C 0.444; N -0.387; C -0.879; C -1.390; H 0.489; H 0.435; H 0.274; H 0.249; H 0.406; H 0.350; H 0.171; H 0.244; H 0.224; H 0.244; H 0.358; H 0.387; H 0.384; H 0.316; H 0.365; O -0.672; H 0.297; H 0.355; O -0.794

Here is a structure of composition C4H7LaO4 from OMol25. Energies are from wB97M-V/def2-TZVPD.

Results
Gap between HOMO and LUMO (alpha / beta) (eV): 5.240 / 5.269

The geometry in ORCA input format:
```
! wB97M-V def2-TZVPD RIJCOSX def2/J DEFGRID3
* xyz 0 1
C -2.57752 1.23166 0.87837
O -3.55942 1.30427 0.22069
O -2.05562 1.37111 1.94681
La 1.55457 0.57380 2.53978
O 1.47102 1.60613 0.26726
C 0.69678 1.29023 -0.76014
C -0.47930 -0.12953 -0.26748
O 0.35569 -0.99559 0.49737
C 1.19227 -1.87970 -0.21496
H 1.24097 0.92034 -1.65469
H -0.04017 2.07972 -1.01352
H -0.62904 -0.46129 -1.30925
H -1.41834 -0.60841 0.04944
H 2.13806 -1.92415 0.33930
H 0.71866 -2.87086 -0.28638
H 1.39139 -1.50772 -1.23259
*
```

In elementary charge units, the Mulliken charges are: C 0.736; O -0.380; O -0.351; La 0.416; O -0.682; C -0.076; C -0.781; O -0.293; C -0.648; H 0.287; H 0.297; H 0.347; H 0.378; H 0.201; H 0.230; H 0.318

no.,maximum force (eV/A)
1,0.89
2,4.91
3,4.32
4,5.34